Record 1
This record from the OMol25 dataset describes a structure of composition BaH58O30 at a distorted geometry. The level of theory is ωB97M-V/def2-TZVPD.

Structure (ORCA input):
```
! wB97M-V def2-TZVPD RIJCOSX def2/J DEFGRID3
* xyz 0 1
Ba -0.004 -2.183 1.393
O -2.655 -2.559 1.047
H -2.775 -3.037 1.891
O -0.447 0.135 0.012
H 0.460 -0.031 -0.308
O -2.167 -1.407 -1.130
H -1.622 -0.709 -0.765
H -2.501 -1.875 -0.366
O -0.932 0.494 5.655
H -1.057 0.642 4.718
H -1.360 1.241 6.075
O 4.500 0.128 -0.603
H 4.120 0.599 -1.344
H 5.147 0.733 -0.240
O -3.212 -4.648 -0.660
H -3.018 -5.470 -0.211
H -2.763 -3.980 -0.141
O 1.885 -3.460 3.020
H 2.786 -3.163 3.145
H 1.709 -4.020 3.777
O 3.092 1.992 -2.348
H 3.172 2.917 -2.583
H 2.163 1.874 -2.151
O 4.264 -0.313 -3.655
H 5.192 -0.452 -3.842
H 4.210 0.600 -3.372
O -1.764 1.059 -3.828
H -1.725 0.147 -4.117
H -2.649 1.161 -3.477
O 1.409 -0.241 2.729
H 2.329 0.011 2.645
H 1.091 0.260 3.480
O -2.854 1.703 0.533
H -3.433 1.003 0.834
H -2.080 1.249 0.200
O 2.294 -1.975 -0.248
H 3.016 -2.572 -0.445
H 2.641 -1.106 -0.447
O -4.008 0.264 -2.212
H -3.136 -0.010 -1.927
H -4.603 -0.361 -1.797
O 4.699 -3.026 -1.205
H 5.617 -3.299 -1.198
H 4.733 -2.072 -1.279
O 0.064 4.893 0.746
H 0.241 3.983 0.984
H -0.863 5.018 0.950
O -0.429 4.236 -1.998
H -0.166 3.315 -1.991
H -0.064 4.596 -1.189
O 3.532 2.611 0.793
H 3.634 2.957 -0.093
H 2.627 2.303 0.828
O -4.207 -2.983 3.163
H -3.721 -2.581 2.443
H -4.200 -2.321 3.855
O 2.206 0.544 -5.650
H 1.933 0.856 -4.787
H 2.842 -0.147 -5.466
O -3.270 3.611 -1.490
H -2.411 3.758 -1.885
H -3.103 2.999 -0.773
O -2.376 4.179 1.616
H -2.672 3.353 1.232
H -2.898 4.273 2.412
O -0.334 -3.606 -0.926
H -0.975 -3.169 -1.487
H 0.375 -3.853 -1.520
O 0.661 -3.044 -3.523
H 1.310 -2.450 -3.900
H 0.394 -3.602 -4.254
O -4.247 -0.524 0.907
H -3.659 -1.278 0.871
H -4.936 -0.726 0.275
O 0.322 1.489 -2.328
H 0.098 0.936 -1.580
H -0.415 1.387 -2.931
O -1.046 -1.984 3.948
H -1.951 -1.783 4.186
H -0.615 -2.177 4.781
O -1.619 0.659 2.874
H -2.489 0.494 3.239
H -1.781 0.879 1.957
O 4.095 0.252 2.355
H 4.705 -0.456 2.148
H 4.178 0.862 1.621
O 0.666 2.299 1.271
H 0.504 1.427 0.912
H 0.294 2.268 2.153
*
```

## Properties
* lowest unoccupied orbital energy: -0.03629 hartree
* HOMO level: -9.25 eV
* Kohn-Sham gap: 8.26 eV
* maximum force: 2.03 eV/A



Record 2
This record from the OMol25 dataset describes the ion C5H10NO with charge +1 at a distorted geometry. The level of theory is ωB97M-V/def2-TZVPD.

Structure (ORCA input):
```
! wB97M-V def2-TZVPD RIJCOSX def2/J DEFGRID3
* xyz 1 1
C 0.717 -1.757 -0.492
C 0.633 -1.156 0.866
C -0.291 0.135 0.735
C -0.861 0.964 1.822
C -0.715 1.774 -0.995
N -0.495 0.486 -0.457
O 1.307 -0.764 -1.421
H 1.480 -2.512 -0.606
H -0.275 -2.113 -0.745
H 0.294 -1.966 1.449
H 1.438 -0.764 1.425
H 1.420 -0.814 -2.426
H -1.694 1.530 1.357
H -0.801 0.610 2.823
H -1.612 1.726 -1.569
H 0.217 2.078 -1.598
H -0.762 2.543 -0.165
*
```

## Properties
* lowest unoccupied orbital energy (alpha / beta): -0.23832 / -0.25652 hartree
* HOMO level (alpha / beta): -14.64 / -14.37 eV
* Kohn-Sham gap (alpha / beta): 8.15 / 7.39 eV
* maximum force: 3.32 eV/A
* energy relative to the best compared isomer or geometry (same formula, charge and spin): 548.1 kJ/mol



Question: The lowest maximum force belongs to which entry?
Answer: BaH58O30



Question: Which of these has the highest maximum force?
Answer: C5H10NO



Question: The lowest maximum force belongs to which entry?
Answer: BaH58O30